# 1
115
Properties=species:S:1:pos:R:3:forces:R:3:mulliken_charge:R:1 method="wB97M-V/def2-TZVPD" charge=-1 s2=3.77 multiplicity=4 mol_weight_g_mol=938.93 largest_force_ev_per_a=2.71
V 1.44759 0.07629 0.02625 -0.67 0.55 0.19 -0.24
C 2.36472 0.55445 3.78432 -0.19 0.01 -0.18 -1.70
Si 1.11352 0.08366 2.39216 0.13 -0.09 1.55 1.42
C -0.44665 1.10958 2.88581 0.16 -0.05 -0.16 0.92
C -1.13780 0.93774 4.08399 -0.08 0.09 0.04 -0.31
C -2.31192 1.62762 4.34778 0.07 -0.06 0.04 -0.87
C -2.82668 2.49269 3.39053 -0.04 0.01 0.00 -1.16
C -2.15571 2.67616 2.19141 -0.08 0.08 -0.06 0.02
C -0.96000 2.00380 1.93726 -0.06 -0.09 0.08 -0.40
P 0.09846 2.20774 0.44683 -0.32 0.99 0.38 0.98
C -1.04770 2.85562 -0.88433 0.23 -0.29 0.08 0.87
C -1.67685 4.26172 -0.73753 -0.09 -0.06 0.06 -1.11
C -3.14386 4.27822 -1.17919 0.10 0.05 -0.12 -0.86
C -3.28693 3.58481 -2.53233 -0.04 -0.04 0.08 -0.79
C -2.89374 2.09381 -2.44324 0.02 0.05 0.08 -1.16
C -2.10469 1.78292 -1.16787 0.10 0.00 -0.13 0.18
C 1.01145 3.81717 0.94083 0.13 -0.29 0.09 0.34
C 0.89407 4.14704 2.43592 -0.04 0.24 -0.14 -0.19
C 1.56615 5.48275 2.75887 0.12 -0.13 0.04 -0.98
C 3.03718 5.47399 2.35978 -0.06 0.11 -0.11 -0.75
C 3.16332 5.15125 0.87514 -0.01 -0.12 0.14 -1.04
C 2.48979 3.81945 0.53867 -0.05 0.15 -0.04 -0.38
C 0.62000 -1.71217 2.89593 0.09 0.08 -0.15 -0.72
C 0.71234 -2.20557 4.19572 -0.04 -0.05 0.02 -0.39
C 0.57998 -3.55961 4.47151 0.03 0.03 0.02 -1.02
C 0.40958 -4.45301 3.42591 -0.02 -0.05 -0.03 -1.13
C 0.30851 -3.98648 2.12207 -0.01 -0.04 -0.01 -0.58
C 0.36713 -2.62110 1.85127 -0.09 0.04 0.14 1.48
P 0.02531 -1.81061 0.23401 -1.23 -1.76 -0.01 0.08
C -1.87679 -1.91649 0.24218 0.23 0.35 0.06 0.94
C -2.51866 -3.29608 0.51237 -0.05 0.07 0.15 -0.71
C -3.74543 -3.20313 1.42761 -0.03 0.06 -0.13 -1.29
C -4.64527 -2.05301 0.98752 0.02 0.01 0.09 -0.87
C -3.92155 -0.70112 1.14350 0.02 -0.11 -0.01 -0.93
C -2.40276 -0.87319 1.22647 -0.14 -0.08 -0.14 -0.16
C 0.39519 -2.92825 -1.22538 0.06 0.16 0.04 0.75
C 0.21341 -4.45238 -1.17330 0.07 0.00 -0.10 -0.69
C 0.30466 -4.99369 -2.60222 -0.09 -0.03 0.05 -0.88
C -0.92450 -4.56808 -3.42529 0.01 0.06 0.06 -0.88
C -1.49612 -3.23948 -2.90714 0.07 -0.04 -0.06 -0.65
C -0.35413 -2.33596 -2.44940 -0.13 -0.04 0.07 0.35
H 1.85604 0.81343 4.71863 0.02 -0.04 0.03 0.40
H 3.04936 -0.27483 3.97408 0.02 0.00 -0.05 0.36
H 2.96492 1.41737 3.48265 0.00 0.00 0.00 0.33
H -0.76003 0.22906 4.81393 0.00 0.02 0.04 0.25
H -2.82656 1.49038 5.29233 -0.03 -0.02 -0.02 0.35
H -3.74819 3.03015 3.58276 -0.01 -0.01 -0.03 0.37
H -2.57930 3.35894 1.46566 0.02 -0.05 0.02 0.02
H -0.37457 2.85970 -1.74798 -0.04 0.03 -0.05 0.86
H -1.59796 4.64146 0.28320 0.04 0.04 -0.05 0.36
H -1.12801 4.96080 -1.37395 0.03 0.03 0.05 0.41
H -3.77741 3.77846 -0.44046 -0.01 0.01 0.02 0.23
H -3.48692 5.31400 -1.24585 -0.04 -0.01 0.03 0.50
H -4.30964 3.68546 -2.90271 0.02 0.02 -0.05 0.46
H -2.63781 4.10019 -3.24624 -0.01 0.00 -0.02 0.32
H -3.78945 1.46723 -2.46294 0.01 -0.02 -0.05 0.50
H -2.28779 1.82135 -3.31020 -0.02 -0.04 -0.01 0.20
H -2.78620 1.70021 -0.31801 0.01 -0.01 0.01 -0.29
H -1.60352 0.81510 -1.27078 -0.05 0.00 0.03 -0.69
H 0.53082 4.62203 0.37749 -0.10 -0.01 0.01 0.61
H -0.15096 4.19736 2.73949 0.02 -0.05 0.06 0.03
H 1.36364 3.34860 3.01930 -0.04 -0.02 0.04 -0.06
H 1.05495 6.28077 2.20739 -0.03 0.03 0.04 0.36
H 1.46023 5.70198 3.82514 -0.04 0.01 -0.01 0.40
H 3.50042 6.43945 2.58480 0.02 -0.03 0.03 0.44
H 3.56668 4.71091 2.93991 0.01 0.01 0.02 0.27
H 2.69411 5.95150 0.29050 0.03 0.02 -0.01 0.34
H 4.21561 5.10799 0.58317 -0.02 0.02 -0.05 0.44
H 2.58865 3.64266 -0.52737 0.06 -0.15 -0.11 -0.01
H 3.00955 3.01055 1.05839 0.01 -0.08 -0.07 0.23
H 0.91971 -1.52028 5.01166 0.02 -0.01 0.00 0.32
H 0.64638 -3.91957 5.49214 0.01 0.00 -0.01 0.39
H 0.35610 -5.51824 3.61913 0.02 0.00 0.00 0.41
H 0.22372 -4.70842 1.32208 -0.11 0.04 0.04 0.15
H -2.16947 -1.58107 -0.76038 0.01 0.00 0.05 1.13
H -2.83473 -3.74660 -0.43329 0.02 -0.03 0.16 0.27
H -1.80378 -3.97001 0.97262 0.04 -0.11 0.01 -0.04
H -4.29530 -4.14723 1.39023 0.04 -0.02 0.05 0.53
H -3.42782 -3.05580 2.46364 -0.02 -0.01 0.01 0.40
H -4.91177 -2.21208 -0.06254 -0.04 -0.02 0.00 0.37
H -5.57685 -2.05543 1.55858 -0.03 0.00 -0.06 0.48
H -4.17187 -0.05681 0.29481 0.01 0.04 0.02 -0.07
H -4.26205 -0.18468 2.04453 -0.01 0.01 -0.02 0.68
H -1.92362 0.07677 1.01893 0.00 -0.01 0.07 -0.94
H -2.11375 -1.15083 2.24134 0.05 0.02 0.06 0.43
H 1.46557 -2.76361 -1.37412 -0.01 0.03 -0.03 0.25
H 1.00910 -4.88677 -0.56683 -0.04 0.01 0.04 0.48
H -0.74812 -4.74685 -0.74570 0.08 -0.01 0.04 0.08
H 1.21842 -4.59639 -3.05545 0.00 -0.04 -0.01 0.24
H 0.39521 -6.08263 -2.59650 0.04 0.01 -0.02 0.52
H -0.64172 -4.46005 -4.47639 -0.03 -0.03 0.00 0.33
H -1.69448 -5.34345 -3.37927 0.01 -0.01 -0.02 0.44
H -2.07997 -2.74871 -3.68974 -0.02 0.00 0.01 0.59
H -2.17682 -3.43016 -2.07436 0.07 0.06 -0.22 -0.23
H 0.34392 -2.24312 -3.27827 0.16 0.12 -0.11 0.17
H -0.71303 -1.32568 -2.23701 0.09 0.02 -0.10 -0.48
I 3.45059 -1.79710 0.53260 0.27 -0.25 -0.01 -0.39
C 4.86965 -3.56513 -4.95513 -0.03 0.10 -0.03 -1.54
C 4.30907 -2.32116 -4.31655 0.06 -0.06 0.05 0.92
C 4.98391 -1.68484 -3.28205 -0.02 0.01 -0.06 -0.82
C 4.43298 -0.58845 -2.63587 0.06 0.15 0.06 -0.73
C 3.18755 -0.12795 -3.02106 -0.18 0.08 0.12 0.09
C 2.52660 -0.71085 -4.09251 -0.03 0.04 -0.02 -0.63
C 3.08687 -1.80080 -4.73731 -0.06 0.05 0.02 -0.42
S 2.35224 1.18401 -2.14013 1.18 0.81 -2.30 1.75
O 2.58938 2.39892 -2.88560 -0.19 -0.11 0.18 -0.84
O 2.92863 1.20645 -0.78857 0.50 0.37 -0.11 -0.72
O 0.94174 0.77074 -2.09775 0.18 -0.47 0.27 -0.76
H 5.62448 -4.02164 -4.31614 0.00 -0.02 -0.01 0.36
H 5.33163 -3.34293 -5.92025 0.00 -0.01 0.00 0.31
H 4.07516 -4.29329 -5.12494 0.04 -0.03 -0.02 0.34
H 5.93588 -2.07353 -2.94111 0.00 -0.02 0.00 0.33
H 4.95567 -0.11221 -1.81833 -0.08 -0.08 0.08 0.58
H 1.57043 -0.30368 -4.39456 -0.06 -0.11 -0.02 0.40
H 2.55924 -2.27016 -5.56123 -0.01 0.00 0.03 0.37

***

# 2
120
Properties=species:S:1:pos:R:3:forces:R:3:mulliken_charge:R:1 method="wB97M-V/def2-TZVPD" charge=0 de_lowest_kj_mol=607.13 mol_weight_g_mol=827.18 largest_force_ev_per_a=5.62
C 9.27660 6.57920 -12.00771 -0.61 0.46 -0.68 -0.86
S 8.44353 8.24130 -12.08049 1.96 -0.21 0.87 0.51
O 9.41324 9.04913 -11.23176 -1.13 -0.16 -1.00 -0.62
C 8.72591 8.56711 -13.88597 -0.32 -0.18 1.33 -0.91
H 8.94043 5.98756 -11.15621 -0.13 0.30 -0.02 0.31
H 10.34090 6.79746 -11.91980 -0.10 0.08 -0.06 0.29
H 9.05422 6.05783 -12.93874 0.08 -0.20 0.07 0.31
H 8.42242 9.60220 -14.04282 0.18 -0.06 -0.07 0.32
H 7.99404 7.90161 -14.34375 0.23 -0.02 -0.36 0.35
H 9.76377 8.37273 -14.15644 -0.16 0.03 -0.08 0.30
C 6.52835 13.66256 -10.57454 -0.05 0.45 1.07 -0.97
S 4.74216 13.15843 -10.39428 0.69 1.99 -1.69 0.55
O 4.07066 14.43017 -9.89766 0.64 -1.58 -0.40 -0.63
C 4.53844 13.20270 -12.26084 -0.58 -0.20 -0.37 -0.96
H 7.18862 13.15366 -11.27679 -0.59 -0.17 -0.25 0.35
H 7.03622 13.63175 -9.61057 -0.28 -0.34 0.23 0.33
H 6.43925 14.73234 -10.76363 -0.03 -0.05 -0.48 0.32
H 4.80699 14.13941 -12.74928 0.04 0.50 0.82 0.34
H 3.49153 13.02626 -12.50772 -0.12 0.00 0.33 0.31
H 5.09773 12.49051 -12.86753 0.26 -0.58 0.72 0.35
N 2.09404 18.28180 -11.98431 -1.35 -0.03 -1.80 0.03
C 2.57474 19.54291 -12.15630 0.08 0.70 0.23 -0.53
C 2.18695 20.00848 -13.41960 2.03 0.79 1.22 -0.46
C 1.53194 18.98756 -14.04729 -1.89 -1.94 -0.29 -0.31
C 1.38603 17.95970 -13.14212 0.36 -0.52 0.83 -0.47
H 2.06103 17.69012 -11.16643 0.30 0.46 -0.03 0.22
H 3.08811 19.99314 -11.31955 0.13 0.25 -0.33 0.41
H 2.48830 20.89912 -13.95097 0.05 0.22 0.54 0.37
H 1.07008 18.99480 -15.02353 0.11 0.06 0.03 0.38
H 0.77617 17.06868 -13.11895 0.22 -0.04 -0.40 0.37
N 7.68458 18.31179 -14.23457 1.48 0.34 0.54 0.01
C 8.04779 17.89412 -15.48731 -1.71 -0.87 -0.44 -0.49
C 9.40002 17.85539 -15.60495 0.16 -0.50 -1.33 -0.46
C 9.92800 18.32217 -14.42564 -0.42 1.05 2.69 -0.28
C 8.85935 18.59972 -13.56679 0.91 -0.40 -0.38 -0.50
H 6.77431 18.30022 -13.79711 0.16 0.07 -0.44 0.21
H 7.28090 17.54470 -16.16274 0.11 0.10 -0.07 0.38
H 9.97405 17.43832 -16.41918 -0.25 0.27 -0.20 0.37
H 10.94846 18.50236 -14.12137 0.02 -0.22 -0.25 0.38
H 8.95686 18.86943 -12.52556 -0.51 0.17 -0.12 0.38
N 6.81742 7.36856 -3.73482 -0.86 0.18 -0.94 -0.01
C 5.70459 7.85869 -3.11256 0.54 -0.92 2.15 -0.38
C 5.08366 8.77098 -3.88038 -1.39 0.00 2.25 -0.32
C 5.76740 8.81940 -5.04532 0.77 0.11 -3.02 -0.33
C 6.79989 7.89102 -5.02864 0.50 1.17 0.80 -0.70
H 7.53862 6.83395 -3.27204 -0.27 -0.04 -0.45 0.22
H 5.37967 7.51808 -2.14055 0.38 -0.05 0.07 0.36
H 4.24167 9.32666 -3.49481 -0.09 0.04 -0.52 0.39
H 5.41555 9.46263 -5.83833 0.58 -0.18 -0.41 0.42
H 7.63683 7.80750 -5.70610 -0.15 -0.28 0.07 0.37
N 13.78972 11.68232 -11.50952 2.82 -0.26 -0.26 0.00
C 14.70576 10.90557 -12.26619 -1.33 0.20 -0.57 -0.46
C 15.86779 11.60929 -12.50741 -0.64 0.03 1.42 -0.42
C 15.78471 12.78093 -11.68704 -1.46 -0.50 -0.31 -0.24
C 14.51609 12.77649 -11.10415 1.23 0.89 0.01 -0.54
H 12.86454 11.41977 -11.20095 0.39 -0.07 -0.04 0.20
H 14.36742 9.93895 -12.60911 0.12 0.11 -0.20 0.36
H 16.75283 11.32694 -13.05822 -0.30 -0.29 -0.07 0.37
H 16.54389 13.54583 -11.61651 -0.19 -0.01 0.23 0.38
H 14.23609 13.49116 -10.34438 -0.67 -0.12 -0.22 0.34
N -1.46765 9.92366 -15.24767 0.66 -2.34 -1.45 0.03
C -1.81057 9.67631 -16.58295 0.32 -0.80 1.66 -0.53
C -2.46563 10.76576 -16.99628 -0.54 1.81 -1.14 -0.21
C -2.43413 11.79146 -15.99259 -0.07 -2.23 0.73 -0.56
C -1.84900 11.13685 -14.87944 -0.52 2.93 -0.63 -0.44
H -0.94311 9.23709 -14.72464 -0.14 0.47 0.27 0.18
H -1.65150 8.71221 -17.04298 0.05 0.14 0.12 0.37
H -2.92688 10.86768 -17.96749 0.07 0.05 -0.01 0.38
H -2.97990 12.71607 -16.10928 0.37 0.08 0.48 0.39
H -1.57086 11.54368 -13.91844 -0.17 -0.12 0.01 0.39
N 10.94788 12.98920 -2.68459 0.35 0.67 -0.61 -0.02
C 12.16837 13.51921 -3.03409 0.14 0.38 -0.04 -0.42
C 12.39298 13.29644 -4.38442 0.76 0.85 1.82 -0.32
C 11.24625 12.65680 -4.87025 0.62 0.15 -1.44 -0.44
C 10.39323 12.53730 -3.84263 -1.95 -1.38 0.46 -0.57
H 10.47925 13.11482 -1.79876 0.14 -0.08 -0.34 0.22
H 12.67483 14.18819 -2.35412 0.27 -0.40 0.06 0.35
H 13.31695 13.64089 -4.82490 -0.26 -0.19 -0.46 0.38
H 11.06015 12.36061 -5.89204 -0.05 -0.10 0.14 0.40
H 9.43624 12.04018 -3.90110 -0.04 0.11 0.39 0.43
N -2.48990 11.64396 -8.02431 -1.12 0.43 -0.25 0.01
C -3.15625 10.60218 -7.39029 -0.60 1.32 -1.54 -0.57
C -2.21031 9.98137 -6.66032 -0.83 -1.96 1.67 -0.29
C -1.01477 10.64772 -6.77653 1.90 -0.17 0.41 -0.39
C -1.21967 11.68644 -7.60998 1.44 0.82 -0.88 -0.50
H -2.80570 12.25872 -8.76081 -0.42 -0.26 0.38 0.21
H -4.21961 10.53064 -7.56510 0.17 -0.47 0.21 0.37
H -2.28130 9.12671 -6.00390 -0.55 -0.04 -0.15 0.37
H -0.09222 10.29397 -6.34043 0.01 0.37 0.02 0.39
H -0.53597 12.40897 -8.03056 0.00 -0.04 0.12 0.40
N 2.95995 12.04732 -18.74575 0.31 -5.58 -0.65 0.00
C 2.86868 13.29399 -18.41078 -0.70 3.00 -1.05 -0.49
C 3.75698 13.90786 -19.25334 0.94 3.44 0.98 -0.46
C 4.51297 12.97539 -19.94244 1.76 1.62 -1.12 -0.29
C 4.01147 11.80650 -19.64046 -2.33 -2.98 0.91 -0.49
H 2.28644 11.32807 -18.52396 0.22 0.16 0.24 0.22
H 2.02286 13.68261 -17.86310 0.30 0.00 0.19 0.40
H 3.98577 14.96169 -19.31248 -0.24 0.10 0.25 0.37
H 5.39221 13.12286 -20.55202 -0.24 0.27 -0.11 0.39
H 4.19091 10.83344 -20.07329 -0.04 -0.04 0.38 0.36
N 8.21440 17.88565 -6.08975 1.43 1.71 -1.18 -0.01
C 9.42081 18.51065 -5.83825 0.44 1.36 1.18 -0.53
C 9.40256 19.83969 -6.30759 0.18 -2.35 0.15 -0.24
C 8.23565 19.95400 -7.06989 -1.12 -1.06 0.39 -0.41
C 7.53270 18.73986 -6.93361 -0.54 0.79 0.19 -0.55
H 7.90066 17.00000 -5.71922 0.19 0.22 -0.37 0.21
H 10.22231 18.08684 -5.25141 -0.33 -0.33 0.10 0.37
H 10.15207 20.60076 -6.14819 0.08 -0.26 -0.09 0.38
H 7.95024 20.87971 -7.54738 -0.38 -0.36 -0.26 0.38
H 6.55836 18.42914 -7.28075 0.05 0.25 -0.12 0.40
N 1.65568 6.14448 -13.30780 0.41 1.42 0.74 0.00
C 2.61657 7.06089 -12.93168 -0.24 0.15 0.92 -0.57
C 2.23176 7.59549 -11.67227 2.83 -0.34 -2.21 -0.32
C 1.06215 6.98299 -11.29870 -1.26 -0.84 0.33 -0.54
C 0.70338 6.16009 -12.33425 -1.01 -1.43 -0.58 -0.42
H 1.60440 5.60633 -14.16095 0.09 0.28 0.25 0.20
H 3.52288 7.16765 -13.50927 -0.11 0.20 0.09 0.43
H 2.91845 8.20322 -11.10171 -0.32 0.16 0.08 0.42
H 0.60244 6.99099 -10.32146 -0.25 0.33 -0.23 0.41
H -0.14267 5.51879 -12.53262 -0.17 0.08 0.58 0.40

***

| no. | energy (Ha) |
| --- | --- |
| 1 | -4551.843060 |
| 2 | -3207.897141 |